Arrangement 1

56
Properties=species:S:1:pos:R:3 method="wB97M-V/def2-TZVPD" homo_energy_ha=-0.39129 e_lumo_ev=0.26 gap_ev=10.91 smiles=ClCCCl.ClCCCl.ClCCCl.ClCCCl.ClCCCl.ClCCCl.ClCCCl
Cl 20.20648 7.01155 -8.74614
C 20.64382 7.31277 -10.46540
C 19.39562 7.12541 -11.29812
Cl 19.67848 7.65085 -12.98161
H 21.45138 6.62877 -10.71187
H 21.01031 8.33063 -10.56654
H 18.64918 7.81627 -10.90897
H 18.94850 6.13665 -11.27382
Cl 13.90268 8.45982 -11.00652
C 14.41273 9.99492 -11.82511
C 15.48177 10.70572 -11.00935
Cl 16.10919 12.01304 -12.05466
H 13.54365 10.62214 -12.01129
H 14.78539 9.74916 -12.81743
H 16.34997 10.08161 -10.83893
H 15.04462 11.23026 -10.16776
Cl 23.67052 12.36157 -7.18761
C 22.77183 11.20675 -6.17218
C 21.87304 10.32724 -7.02228
Cl 20.90996 9.29823 -5.91669
H 22.19459 11.76151 -5.43764
H 23.51365 10.61092 -5.64733
H 22.47630 9.73658 -7.71187
H 21.23354 10.90821 -7.68434
Cl 20.78330 10.70851 -13.79110
C 19.54829 11.08933 -14.97323
C 20.17160 11.52053 -16.28503
Cl 18.89559 11.94539 -17.43044
H 18.95082 11.93387 -14.61998
H 18.83569 10.27233 -15.06701
H 20.69634 10.69927 -16.77059
H 20.85543 12.35503 -16.16105
Cl 17.93273 18.60959 -9.49905
C 19.03432 17.23683 -9.77783
C 20.19752 17.28742 -8.81209
Cl 21.24342 18.65605 -9.17629
H 19.35048 17.22979 -10.81962
H 18.42561 16.33974 -9.67200
H 20.86747 16.43906 -8.95236
H 19.88112 17.34311 -7.77487
Cl 20.63951 13.27652 -8.74101
C 19.36267 13.31660 -9.98266
C 19.53413 12.11776 -10.92491
Cl 19.06624 10.64741 -9.98175
H 19.47616 14.24914 -10.53632
H 18.35953 13.38224 -9.56633
H 20.59232 12.05435 -11.15383
H 18.92903 12.14704 -11.82270
Cl 13.12767 13.40458 -10.01025
C 13.34117 15.10641 -10.53455
C 14.53414 15.26070 -11.44461
Cl 16.05635 14.97266 -10.56111
H 13.47286 15.77016 -9.68149
H 12.42145 15.43252 -11.01722
H 14.59254 16.32419 -11.68194
H 14.49159 14.67615 -12.35785



Arrangement 2

56
Properties=species:S:1:pos:R:3 method="wB97M-V/def2-TZVPD" homo_energy_ha=-0.39007 e_lumo_ev=0.25 gap_ev=10.87 smiles=ClCCCl.ClCCCl.ClCCCl.ClCCCl.ClCCCl.ClCCCl.ClCCCl
Cl 0.97369 7.46913 -5.50756
C 1.14828 5.82939 -5.03894
C 0.39816 5.69331 -3.70312
Cl 0.47783 3.91862 -3.27152
H 2.18231 5.50188 -4.93113
H 0.60817 5.33926 -5.84898
H -0.66579 5.92008 -3.77157
H 0.80423 6.23068 -2.84614
Cl 3.96800 -3.45620 -1.08009
C 5.10773 -3.02459 0.18038
C 6.00630 -4.23810 0.48198
Cl 5.11758 -5.45052 1.38472
H 4.63276 -2.74173 1.11978
H 5.64930 -2.11136 -0.06618
H 6.91744 -4.07198 1.05672
H 6.37500 -4.72219 -0.42235
Cl -1.86035 -6.19102 -0.14792
C -0.85893 -6.93814 1.16186
C 0.22781 -7.88701 0.70585
Cl -0.32978 -9.14324 -0.45439
H -1.52709 -7.33368 1.92685
H -0.26674 -6.16615 1.65322
H 0.84845 -8.33517 1.48177
H 0.93973 -7.30699 0.11860
Cl 5.74684 -2.63905 9.20716
C 5.29577 -2.58263 7.51149
C 4.90048 -1.15472 7.14715
Cl 4.26878 -1.00295 5.52697
H 4.42489 -3.21494 7.33872
H 6.12282 -2.96325 6.91215
H 5.77736 -0.51197 7.22499
H 4.15418 -0.71383 7.80802
Cl -4.08312 0.94849 -3.43756
C -3.80619 0.87219 -5.16216
C -5.01512 1.43171 -5.91903
Cl -4.64463 1.79316 -7.56935
H -3.57610 -0.14456 -5.48056
H -2.91634 1.43643 -5.44128
H -5.49407 2.29887 -5.46436
H -5.85489 0.74942 -6.05085
Cl -0.69242 3.27188 1.61114
C -0.85843 1.48682 1.49357
C 0.16364 0.70092 2.23560
Cl -0.00831 -0.99405 1.96548
H -0.85600 1.24295 0.43120
H -1.86968 1.33275 1.87008
H 0.18910 0.81971 3.31881
H 1.19572 0.87068 1.92888
Cl -7.93069 3.94707 -1.03538
C -6.64454 5.22488 -1.01351
C -5.49337 4.87334 0.07327
Cl -6.23803 4.93709 1.68055
H -7.04313 6.20878 -0.76619
H -6.28397 5.22726 -2.04214
H -4.68844 5.60278 -0.01676
H -5.11616 3.86050 -0.06798



Least stable: arrangement 2